Entry from the Open Molecules 2025 dataset: a cluster of 2 separate species, C3H6N2O2 in total (ωB97M-V/def2-TZVPD).

The maximum force is 1.543 eV Å⁻¹. For the HOMO-LUMO gap, the calculation gives 8.052 eV. The total energy is -377.846303 Ha. The energy above the lowest of the compared OMol25 structures with the same formula, charge and spin is 70.9 kcal/mol.

XYZ file:
```
13
C3H6N2O2 | the Open Molecules 2025 dataset | ωB97M-V/def2-TZVPD
C 0.97633 -0.91455 0.31792
C -1.99606 -0.09709 -0.01522
C 0.14215 -0.01322 -0.39023
N 1.14035 -2.10781 -0.08319
N 0.29243 1.43114 -0.12202
O -2.17107 1.05136 0.26606
O -2.37354 -1.18793 -0.17191
H 1.41870 -0.50253 1.25136
H 0.01008 -0.23523 -1.44071
H 1.70281 -2.69762 0.52152
H 0.57949 1.95978 -0.94872
H 0.96764 1.57644 0.63284
H -0.68931 1.73728 0.18230
```



Entry from the Open Molecules 2025 dataset: a cluster of 2 separate species, C28H35Si in total (ωB97M-V/def2-TZVPD).

The maximum force is 1.250 eV Å⁻¹. For the HOMO-LUMO gap, the calculation gives 6.546 eV. The total energy is -1377.186372 Ha. Its net charge is +1. The energy above the lowest of the compared OMol25 structures with the same formula, charge and spin is 3.0 kcal/mol.

XYZ file:
```
64
C28H35Si | the Open Molecules 2025 dataset | ωB97M-V/def2-TZVPD
C -2.31063 -8.90152 8.38516
C -2.29921 -7.45648 8.87751
C -3.07628 -6.55785 7.91082
C -2.95316 -7.42993 10.25971
C -0.81220 -7.06308 8.92247
Si -0.19296 -5.40355 9.60100
C -0.80210 -5.12665 11.34861
C 1.65860 -5.67708 9.51289
H -0.60265 -4.18953 8.68342
H -1.73678 -9.53100 9.07716
H -3.33179 -9.28882 8.33109
H -1.84939 -8.98419 7.39406
H -3.04343 -5.50114 8.21389
H -2.68124 -6.64027 6.88707
H -4.13060 -6.87217 7.89584
H -2.95398 -6.43349 10.72001
H -3.99902 -7.75404 10.15665
H -2.44527 -8.12964 10.94192
H -0.26288 -7.80540 9.52477
H -0.40826 -7.15366 7.90130
H -0.93990 -6.06758 11.89972
H -0.06464 -4.51803 11.88854
H -1.75559 -4.58308 11.36335
H 1.92431 -6.59105 10.06405
H 2.00862 -5.80116 8.48286
H 2.18315 -4.82741 9.96252
C 4.05883 1.16894 4.69527
C 2.75713 1.45565 5.12894
C 1.92452 0.43681 5.59618
C 2.36507 -0.90924 5.60682
C 1.46476 -1.99737 6.00993
C 0.46379 -1.73526 6.97317
C -0.75100 -2.38968 7.15013
C -1.91771 -1.68320 7.64676
C -3.16197 -2.35260 7.76602
C -4.33096 -1.64998 8.05280
C -4.29796 -0.25901 8.23118
C -3.07262 0.41999 8.16357
C -1.89646 -0.28009 7.90222
C 1.61892 -3.31275 5.39863
C 1.25576 -4.48007 6.09862
C 1.30253 -5.73036 5.48882
C 1.77441 -5.85183 4.17230
C 2.22132 -4.71360 3.48758
C 2.11954 -3.46053 4.07896
C 3.70645 -1.16651 5.23419
C 4.54079 -0.14446 4.78906
H 4.69925 1.95884 4.29769
H 2.39226 2.48231 5.09623
H 0.90354 0.65642 5.91240
H 0.63877 -0.85478 7.60078
H -0.92916 -3.35567 6.67154
H -3.19238 -3.43057 7.58777
H -5.28069 -2.18558 8.12896
H -5.21771 0.29867 8.41141
H -3.03196 1.50046 8.30568
H -0.95908 0.27487 7.83409
H 0.95896 -4.39163 7.14819
H 0.98301 -6.61837 6.03725
H 1.80496 -6.82801 3.68700
H 2.64348 -4.80192 2.48513
H 2.42896 -2.57370 3.52099
H 4.09663 -2.18712 5.29629
H 5.56544 -0.37790 4.50371
```



Entry from the Open Molecules 2025 dataset: a cluster of 3 separate species, C2H10N2O3 in total (ωB97M-V/def2-TZVPD).

The maximum force is 2.006 eV Å⁻¹. For the HOMO-LUMO gap, the calculation gives 10.073 eV. The total energy is -417.443009 Ha. The SMILES is NCC(N)=O.O.O. The energy above the lowest of the compared OMol25 structures with the same formula, charge and spin is 19.2 kcal/mol.

XYZ file:
```
17
C2H10N2O3 | the Open Molecules 2025 dataset | ωB97M-V/def2-TZVPD
N 1.83576 0.03097 1.30140
C 0.68595 -0.65141 0.67467
C 0.36843 -0.15625 -0.70534
N 0.92217 1.03219 -1.11464
O -0.17370 -0.88617 -1.50694
H 2.15724 -0.53422 2.06752
H 1.58940 0.95151 1.60875
H -0.17752 -0.50721 1.33314
H 0.90650 -1.71085 0.63846
H 1.59823 1.48799 -0.55212
H 0.52112 1.48350 -1.91106
O -1.03886 3.20844 1.89115
H -1.38491 2.70022 1.14348
H -0.74013 3.98043 1.40670
O -1.95649 -2.91942 -0.88808
H -1.54219 -2.19612 -1.39585
H -2.72359 -3.20042 -1.40452
```



Entry from the Open Molecules 2025 dataset: a cluster of 4 separate species, C57H54N3O9Si in total (ωB97M-V/def2-TZVPD).

The maximum force is 7.157 eV Å⁻¹. For the HOMO-LUMO gap, the calculation gives 5.342 eV. The total energy is -3334.795112 Ha. Its net charge is +1. The energy above the lowest of the compared OMol25 structures with the same formula, charge and spin is 261.6 kcal/mol.

XYZ file:
```
124
C57H54N3O9Si | the Open Molecules 2025 dataset | ωB97M-V/def2-TZVPD
C 3.86124 1.29685 3.57482
C 3.44636 -0.29340 3.87765
O 4.46318 -1.01491 4.65999
C 3.91422 -2.20553 5.32943
C 2.90387 -3.07857 4.31964
C 3.58697 -3.55178 2.91713
C 2.46203 -4.36481 1.97556
Si 2.86014 -5.05122 0.22277
C 4.34136 -3.95998 -0.46353
C 3.48361 -6.88023 0.19265
C 1.43353 -4.86196 -1.06765
C 1.03361 -4.42716 2.76521
O -0.05993 -5.09837 1.98029
C -0.90632 -4.04124 1.40474
C -2.21558 -3.80918 2.38229
N -3.22957 -4.89337 1.97589
C -4.38687 -4.21285 1.24200
C -4.03831 -3.80412 -0.30724
C -5.48403 -3.44431 -1.06342
O -3.22336 -2.56339 -0.42174
N 0.61125 -3.95357 4.09668
N 1.53060 -3.29607 4.84812
H 3.33605 1.55170 2.53709
H 5.01853 1.40582 3.43893
H 3.39635 1.99395 4.39893
H 2.37603 -0.26232 4.38369
H 3.27294 -0.76907 2.79653
H 3.31556 -1.85323 6.27140
H 4.78808 -2.90969 5.70402
H 4.70117 -3.36926 2.57693
H 4.33281 -2.96690 0.19809
H 4.17514 -3.60833 -1.56721
H 5.38654 -4.46117 -0.26062
H 3.90446 -7.09856 -0.89937
H 4.38397 -7.07739 0.93965
H 2.59178 -7.65181 0.34875
H 0.41067 -5.30560 -0.71137
H 1.79811 -5.43201 -2.05072
H 1.31518 -3.72895 -1.40139
H -1.32454 -4.40034 0.35923
H -0.27415 -3.06429 1.23892
H -2.63688 -2.71954 2.14983
H -1.98095 -3.87505 3.52753
H -3.64190 -5.28648 2.85600
H -5.29322 -4.98785 1.18572
H -4.79080 -3.31889 1.90507
H -3.44539 -4.64593 -0.88768
H -5.62651 -2.26271 -0.99731
H -5.42335 -3.81603 -2.17767
H -6.34299 -3.93668 -0.43431
H -3.45690 -2.05241 -1.25381
H 1.24162 -2.92022 5.79696
C -1.85707 4.64746 -6.87250
C -2.80132 4.83230 -5.86292
C -2.96178 3.86348 -4.87100
C -2.18365 2.69970 -4.89535
C -1.25695 2.50373 -5.91856
C -1.08494 3.48533 -6.90323
C -0.46598 1.25777 -5.98214
O 0.35082 1.08640 -6.87863
C -0.67978 0.21840 -4.95546
C 0.02140 -0.99181 -5.03654
C -0.16495 -1.97484 -4.06225
C -1.04240 -1.74924 -3.00203
C -1.74641 -0.54684 -2.92182
C -1.57174 0.43491 -3.90620
C -2.34765 1.68863 -3.83197
O -3.12249 1.88580 -2.90303
H -1.72551 5.40666 -7.64037
H -3.41200 5.73228 -5.84621
H -3.69725 4.01696 -4.08301
H -0.35373 3.34541 -7.69746
H 0.71074 -1.17463 -5.85934
H 0.37659 -2.91591 -4.13000
H -1.18232 -2.51190 -2.23901
H -2.43340 -0.37976 -2.09387
C 7.32400 0.39241 3.72870
C 7.33289 -0.68208 4.61775
C 7.97438 -0.56220 5.85161
C 8.61991 0.63247 6.19295
C 8.63201 1.69816 5.29390
C 7.97250 1.58201 4.06335
C 9.35195 2.94540 5.62277
O 9.36006 3.88331 4.83506
C 10.06877 3.04262 6.90994
C 10.80351 4.19725 7.20965
C 11.47343 4.30283 8.43046
C 11.40413 3.26269 9.35684
C 10.67755 2.10902 9.05859
C 10.01664 1.99512 7.82832
C 9.28049 0.75635 7.50757
O 9.22292 -0.16016 8.31929
H 6.81623 0.30221 2.77092
H 6.83829 -1.61359 4.35159
H 7.97276 -1.40343 6.54279
H 7.96610 2.41459 3.36206
H 10.86009 5.01523 6.49319
H 12.04768 5.19810 8.65896
H 11.91990 3.34766 10.31088
H 10.63200 1.29906 9.78474
C -6.16416 4.49904 -3.01545
C -6.23098 3.10819 -3.09343
C -7.24251 2.49830 -3.83715
C -8.19813 3.28174 -4.49554
C -8.14567 4.67161 -4.39732
C -7.11931 5.28231 -3.66495
C -9.17709 5.50629 -5.04659
O -9.12970 6.72741 -4.96375
C -10.27051 4.84821 -5.78918
C -11.28693 5.62481 -6.36068
C -12.31759 5.01136 -7.07604
C -12.33124 3.62541 -7.23040
C -11.32303 2.84887 -6.65740
C -10.29594 3.46121 -5.92701
C -9.25389 2.62843 -5.29459
O -9.26769 1.40991 -5.42586
H -5.37047 4.97463 -2.44343
H -5.49394 2.49748 -2.57673
H -7.28536 1.41208 -3.89782
H -7.06403 6.36725 -3.59508
H -11.28197 6.70776 -6.24753
H -13.10866 5.61585 -7.51453
H -13.13002 3.14788 -7.79373
H -11.34295 1.76700 -6.77796
```



Entry from the Open Molecules 2025 dataset: a structure of composition C4H6ClNO2 (ωB97M-V/def2-TZVPD).

The maximum force is 5.234 eV Å⁻¹. For the HOMO-LUMO gap, the calculation gives 9.643 eV. The total energy is -821.205701 Ha. The energy above the lowest of the compared OMol25 structures with the same formula, charge and spin is 167.5 kcal/mol.

XYZ file:
```
14
C4H6ClNO2 | the Open Molecules 2025 dataset | ωB97M-V/def2-TZVPD
C 0.47468 -0.08372 0.47083
C 2.02247 -0.06364 0.44956
C -1.16403 1.56053 -0.45415
C -2.26335 0.67511 -0.26436
H -0.08622 -3.21249 0.09561
H 2.45090 -1.07415 0.68858
H 2.39276 0.89208 0.99871
H -1.15925 2.73508 -1.22816
H -2.12047 -0.32732 0.33202
H -3.22650 0.98688 -0.97369
N -0.38321 -1.14312 0.23869
O 0.34576 -2.38013 0.27275
O -0.00361 1.16203 0.54002
Cl 2.72007 0.27287 -1.16641
```



Entry from the Open Molecules 2025 dataset: a cluster of 2 separate species, C6H14O2 in total (ωB97M-V/def2-TZVPD).

The maximum force is 3.347 eV Å⁻¹. For the HOMO-LUMO gap, the calculation gives 10.779 eV. The total energy is -387.425870 Ha. The SMILES is C=CCCCCO.O. The energy above the lowest of the compared OMol25 structures with the same formula, charge and spin is 51.2 kcal/mol.

XYZ file:
```
22
C6H14O2 | the Open Molecules 2025 dataset | ωB97M-V/def2-TZVPD
C -2.32045 1.46173 0.68511
C -1.12555 0.92900 0.52150
C -0.23854 1.05442 -0.70063
C 0.68693 -0.15166 -1.14778
C 1.17433 -1.07767 -0.00271
C 2.15649 -0.46776 0.98701
O 3.34657 -0.02705 0.29892
H -2.80776 1.95665 -0.18825
H -2.97328 1.38502 1.56980
H -0.82288 0.21234 1.28767
H -0.84547 1.23409 -1.59104
H 0.26142 2.00843 -0.49954
H 0.05084 -0.64592 -1.87246
H 1.43972 0.33055 -1.77230
H 0.38711 -1.38804 0.68506
H 1.60927 -1.94194 -0.50343
H 1.78290 0.48559 1.37008
H 2.44057 -1.11305 1.80283
H 3.23274 0.45525 -0.51919
O -2.19320 -1.81374 -0.03418
H -2.17797 -0.82143 -0.01633
H -3.06378 -2.06483 -0.36014
```